# 1
Density functional theory data (ωB97M-V/def2-TZVPD) for a structure of composition C18H22N4O2Pt.

Element x y z (Å)
Pt -0.310 0.714 -0.967
O -1.779 1.986 -1.351
C -3.033 1.602 -1.398
C -3.984 2.603 -1.696
C -5.325 2.328 -1.782
C -5.805 1.028 -1.570
C -4.903 0.039 -1.276
C -3.516 0.281 -1.179
C -2.704 -0.869 -0.854
N -1.430 -0.846 -0.705
N -0.768 -2.027 -0.376
C 0.518 -1.819 -0.352
O 1.091 -0.675 -0.595
C 1.413 -2.958 -0.016
C 2.788 -2.757 0.036
C 3.634 -3.808 0.360
C 3.110 -5.063 0.632
C 1.737 -5.267 0.578
C 0.890 -4.220 0.256
H -3.607 3.605 -1.857
H -6.017 3.128 -2.014
H -6.862 0.810 -1.638
H -5.251 -0.973 -1.107
H -3.195 -1.827 -0.713
H 3.185 -1.776 -0.185
H 4.703 -3.647 0.399
H 3.770 -5.883 0.884
H 1.326 -6.246 0.788
H -0.181 -4.364 0.211
N 0.909 2.382 -1.251
C 1.274 3.129 -0.010
C 2.631 2.690 0.552
C 2.624 2.175 1.992
C 1.904 0.841 2.188
N 0.441 1.006 2.182
H 1.752 2.134 -1.762
H 0.366 2.987 -1.862
H 0.490 2.940 0.715
H 1.287 4.194 -0.250
H 3.336 3.519 0.474
H 3.043 1.890 -0.075
H 2.200 2.932 2.662
H 3.663 2.042 2.302
H 2.270 0.362 3.104
H 2.158 0.183 1.355
H 0.165 1.394 3.079
H -0.010 0.103 2.093

## Properties
E_LUMO in eV: 0.36
Energy relative to the best compared isomer or geometry (same formula, charge and spin) in eV: 0.155
E_HOMO in hartree: -0.2784
DFT total energy in Ha: -1187.9597

=====

# 2
Density functional theory data (ωB97M-V/def2-TZVPD) for a structure of composition C50H37N3O8Pd at a distorted geometry.

Element x y z (Å)
Pd -0.705 0.556 -1.066
O -1.232 -1.532 -1.029
C -2.362 -2.040 -0.475
C -3.210 -0.933 0.234
C -2.488 -0.434 1.439
C -2.860 -0.837 2.720
C -2.203 -0.294 3.810
C -1.166 0.596 3.591
C -0.784 0.893 2.284
C 0.369 1.796 1.990
C 1.531 1.085 1.218
O 1.099 0.410 0.125
C 2.541 2.179 0.825
C 2.686 2.512 -0.513
C 3.680 3.389 -0.907
C 4.535 3.935 0.036
C 4.360 3.641 1.377
C 3.366 2.766 1.775
C 2.329 0.076 2.054
C 3.407 -0.522 1.411
C 4.187 -1.458 2.061
C 3.914 -1.794 3.376
C 2.849 -1.195 4.025
C 2.053 -0.270 3.366
N -1.458 0.389 1.252
C -3.121 -2.697 -1.632
C -2.421 -3.686 -2.316
C -2.965 -4.287 -3.433
C -4.218 -3.902 -3.882
C -4.920 -2.925 -3.201
C -4.374 -2.315 -2.081
C -2.014 -3.110 0.562
C -0.828 -2.996 1.272
C -0.453 -3.982 2.166
C -1.264 -5.088 2.352
C -2.459 -5.193 1.663
C -2.840 -4.204 0.774
H -3.328 -0.110 -0.484
H -4.177 -1.342 0.526
H -3.669 -1.538 2.851
H -2.494 -0.555 4.817
H -0.675 1.081 4.421
H 0.027 2.580 1.313
H 0.762 2.257 2.895
H 2.013 2.067 -1.235
H 3.798 3.630 -1.954
H 5.338 4.587 -0.275
H 5.015 4.082 2.114
H 3.257 2.524 2.822
H 3.616 -0.247 0.389
H 5.015 -1.919 1.544
H 4.524 -2.519 3.894
H 2.626 -1.447 5.053
H 1.225 0.172 3.892
H -1.439 -3.963 -1.965
H -2.407 -5.048 -3.960
H -4.637 -4.349 -4.771
H -5.897 -2.620 -3.547
H -4.939 -1.545 -1.580
H -0.194 -2.139 1.100
H 0.479 -3.890 2.704
H -0.965 -5.873 3.029
H -3.092 -6.058 1.798
H -3.768 -4.295 0.228
O -1.042 0.867 -5.333
C -0.715 0.645 -4.182
O -1.293 1.037 -3.133
C 0.523 -0.256 -3.943
C 1.273 -0.691 -5.054
C 2.276 -1.595 -4.850
C 2.520 -2.084 -3.549
C 3.498 -3.057 -3.256
C 3.685 -3.498 -1.974
C 2.890 -2.997 -0.932
C 1.930 -2.057 -1.181
C 1.725 -1.565 -2.483
N 0.769 -0.642 -2.722
H 1.025 -0.296 -6.026
H 2.878 -1.950 -5.673
H 4.099 -3.450 -4.064
H 4.440 -4.240 -1.756
H 3.041 -3.361 0.075
H 1.307 -1.660 -0.399
O -2.359 2.241 -0.577
C -1.472 3.122 -0.641
O -0.319 2.894 -1.059
C -1.733 4.498 -0.085
C -2.994 5.077 -0.019
C -3.146 6.351 0.510
C -2.053 7.039 1.002
C -0.803 6.433 0.976
C -0.631 5.175 0.424
N 0.331 7.112 1.550
O 0.215 8.296 1.784
O 1.325 6.455 1.777
H -3.847 4.534 -0.394
H -4.122 6.808 0.551
H -2.148 8.031 1.417
H 0.352 4.730 0.375

## Properties
E_LUMO (spin up / spin down) in eV: -3.83 / -3.56
Energy relative to the best compared isomer or geometry (same formula, charge and spin) in eV: 2.927
E_HOMO (spin up / spin down) in hartree: -0.3253 / -0.3276
DFT total energy in Ha: -2821.4104

=====

# 3
Density functional theory data (ωB97M-V/def2-TZVPD) for a structure of composition C6H6N2O2 at a distorted geometry.

Element x y z (Å)
C -2.143 0.860 0.968
C -2.241 1.147 -0.421
C -0.948 0.227 1.177
C -1.066 0.683 -0.977
C 1.413 -1.716 -0.970
C 1.329 -0.622 -0.160
N -0.354 0.123 0.011
N 2.392 0.119 0.414
O 2.157 0.943 1.286
O 3.534 -0.326 0.229
H -3.022 1.163 1.673
H -3.085 1.647 -0.808
H -0.501 -0.444 1.891
H -0.480 0.851 -1.842
H 2.315 -2.271 -1.008
H 0.701 -2.386 -1.464

## Properties
E_LUMO in eV: -1.62
Energy relative to the best compared isomer or geometry (same formula, charge and spin) in eV: 7.276
E_HOMO in hartree: -0.3094
DFT total energy in Ha: -491.9761

=====

# 4
Density functional theory data (ωB97M-V/def2-TZVPD) for an isolated molecule of C6H12O at a distorted geometry.

Element x y z (Å)
C 1.242 1.188 -1.533
C 0.618 0.402 -0.405
C 1.414 0.469 0.911
C -0.847 0.616 -0.192
O -1.695 -0.150 -1.035
C -1.732 -0.417 0.366
C -1.309 -1.782 0.853
H 2.318 0.971 -1.565
H 0.787 0.826 -2.457
H 1.111 2.270 -1.432
H 0.710 -0.664 -0.753
H 0.856 0.570 1.853
H 2.330 1.077 0.941
H 1.638 -0.566 0.720
H -1.147 1.658 -0.049
H -2.654 -0.054 0.827
H -0.399 -2.135 0.362
H -2.102 -2.512 0.652
H -1.140 -1.768 1.936

## Properties
E_LUMO in eV: 1.11
Energy relative to the best compared isomer or geometry (same formula, charge and spin) in eV: 1.997
E_HOMO in hartree: -0.3640
SMILES: CC(C)[C@H]1O[C@H]1C
DFT total energy in Ha: -310.9859

=====

# 5
Density functional theory data (ωB97M-V/def2-TZVPD) for a cluster of 5 separate species, C10H20Cl10 in total at a distorted geometry.

Element x y z (Å)
Cl 3.029 -0.421 -1.008
C 2.296 0.548 0.372
C 1.034 1.258 -0.075
Cl 0.132 1.786 1.361
H 3.049 1.274 0.678
H 2.016 -0.179 1.135
H 0.369 0.588 -0.619
H 1.272 2.204 -0.560
Cl -2.514 3.816 1.774
C -1.239 5.028 2.075
C -0.547 4.708 3.414
Cl -1.634 4.958 4.820
H -1.670 6.028 2.036
H -0.565 4.906 1.227
H 0.303 5.342 3.664
H -0.188 3.679 3.429
Cl 0.374 -2.013 -2.383
C -0.175 -2.357 -0.713
C 0.705 -3.259 0.094
Cl 1.078 -4.859 -0.736
H -1.145 -2.828 -0.872
H -0.327 -1.402 -0.211
H 0.232 -3.416 1.063
H 1.642 -2.707 0.167
Cl 5.022 -3.210 -3.630
C 3.317 -2.642 -3.683
C 2.582 -3.253 -4.849
Cl 2.401 -4.965 -4.569
H 3.312 -1.552 -3.683
H 2.814 -3.054 -2.808
H 3.166 -3.094 -5.755
H 1.607 -2.771 -4.909
Cl -5.584 1.590 1.176
C -4.722 0.056 1.531
C -3.221 0.406 1.930
Cl -2.286 -1.032 2.329
H -4.756 -0.472 0.579
H -5.282 -0.500 2.283
H -3.213 0.988 2.851
H -2.685 0.824 1.078

## Properties
Spin multiplicity: 2
E_LUMO (spin up / spin down) in eV: 2.50 / 2.47
Charge: -1
Energy relative to the best compared isomer or geometry (same formula, charge and spin) in eV: 0.000
E_HOMO (spin up / spin down) in hartree: 0.0169 / -0.2904
DFT total energy in Ha: -4994.9266

=====

# 6
Density functional theory data (ωB97M-V/def2-TZVPD) for a cluster of 2 separate species, CH4ClN2O in total at a distorted geometry.

Element x y z (Å)
C -0.432 0.397 -0.113
N 1.849 -1.281 0.048
N -0.186 -0.915 -0.352
O -0.801 -1.905 -0.408
Cl 2.547 0.186 0.279
H 0.518 0.846 0.349
H -1.189 0.541 0.698
H -0.797 1.038 -0.963
H 2.153 -1.650 -0.872

## Properties
E_LUMO (spin up / spin down) in eV: -7.50 / -7.26
Charge: +1
Energy relative to the best compared isomer or geometry (same formula, charge and spin) in eV: 5.816
E_HOMO (spin up / spin down) in hartree: -0.5726 / -0.5701
DFT total energy in Ha: -684.9308

=====

# 7
Density functional theory data (ωB97M-V/def2-TZVPD) for a cluster of 11 separate species, C51H120N4O11 in total at a distorted geometry.

Element x y z (Å)
O 2.108 2.767 -3.452
H 1.672 1.924 -3.583
H 1.849 3.291 -4.210
O 3.051 -1.613 -3.918
H 3.888 -2.069 -3.829
H 3.160 -1.059 -4.692
C 1.293 6.656 -0.062
C 0.616 5.944 1.098
C -0.859 6.314 0.915
C -1.826 5.484 1.769
C -1.589 3.964 1.592
C -0.073 3.516 1.671
N 0.757 4.443 0.901
O 2.073 3.995 0.688
C 0.445 3.442 3.143
C -0.011 2.143 1.026
C 1.285 6.455 2.373
H 2.356 6.420 -0.103
H 1.189 7.737 0.021
H 0.996 6.329 -1.059
H -1.017 7.343 1.237
H -1.046 6.229 -0.155
H -2.859 5.734 1.528
H -1.713 5.602 2.847
H -2.062 3.553 0.700
H -2.163 3.466 2.373
H -0.185 2.749 3.701
H 1.509 3.208 3.179
H 0.278 4.398 3.639
H -0.281 2.197 -0.029
H 0.934 1.604 1.087
H -0.695 1.511 1.592
H 0.741 6.324 3.308
H 1.396 7.539 2.390
H 2.287 6.033 2.439
H 2.040 3.770 -0.245
C -4.906 -1.679 -5.032
C -5.221 -1.993 -3.569
C -4.262 -3.137 -3.156
C -4.200 -3.322 -1.607
C -3.927 -1.929 -0.933
C -4.875 -0.756 -1.258
N -5.144 -0.777 -2.693
O -5.946 0.246 -3.091
C -6.202 -0.853 -0.450
C -4.141 0.581 -0.963
C -6.657 -2.613 -3.610
H -5.568 -0.906 -5.422
H -5.002 -2.523 -5.714
H -3.858 -1.381 -5.057
H -4.642 -4.061 -3.591
H -3.243 -3.070 -3.536
H -3.423 -4.052 -1.383
H -5.147 -3.750 -1.279
H -2.902 -1.600 -1.106
H -4.050 -2.208 0.114
H -6.110 -1.363 0.509
H -6.730 0.093 -0.330
H -6.874 -1.482 -1.034
H -4.753 1.462 -1.154
H -3.573 0.653 -0.035
H -3.447 0.659 -1.800
H -6.722 -3.519 -4.212
H -7.364 -1.872 -3.981
H -7.018 -2.775 -2.594
H -5.574 0.642 -3.883
C -2.430 -1.075 2.285
C -1.551 -1.950 3.229
C -0.246 -1.165 3.535
C -0.388 -0.129 4.653
C -1.023 -0.790 5.879
C -2.353 -1.518 5.645
N -2.168 -2.378 4.482
O -3.404 -3.036 4.163
C -2.639 -2.387 6.850
C -3.438 -0.383 5.443
C -1.125 -3.206 2.452
H -3.242 -1.697 1.907
H -1.881 -0.757 1.399
H -2.917 -0.229 2.770
H 0.623 -1.788 3.748
H 0.239 -0.750 2.651
H -1.057 0.674 4.344
H 0.616 0.158 4.968
H -1.125 0.007 6.616
H -0.280 -1.465 6.304
H -3.565 -2.958 6.788
H -1.900 -3.178 6.980
H -2.687 -1.826 7.783
H -3.536 0.245 6.328
H -3.165 0.329 4.665
H -4.467 -0.685 5.253
H -0.651 -3.881 3.164
H -0.397 -2.923 1.692
H -1.937 -3.711 1.928
H -3.158 -3.894 4.519
C 6.412 2.531 3.707
C 5.966 1.107 4.039
C 4.659 1.199 4.782
C 3.514 1.583 3.785
C 3.416 0.422 2.803
C 4.747 0.095 2.005
N 5.899 0.232 2.838
O 7.096 0.169 2.083
C 4.603 -1.381 1.575
C 4.736 1.071 0.835
C 7.018 0.588 5.032
H 7.498 2.605 3.668
H 6.196 3.273 4.476
H 5.967 2.926 2.794
H 4.440 0.303 5.362
H 4.668 1.973 5.550
H 3.715 2.535 3.292
H 2.567 1.674 4.317
H 2.570 0.679 2.166
H 3.061 -0.447 3.357
H 4.686 -1.945 2.504
H 3.789 -1.758 0.956
H 5.495 -1.689 1.029
H 3.812 1.029 0.258
H 5.140 2.071 0.997
H 5.548 0.716 0.200
H 7.997 0.581 4.552
H 6.786 -0.392 5.449
H 7.190 1.157 5.946
H 7.107 1.029 1.657
C 0.011 -1.816 -2.272
C 0.402 -0.411 -1.912
C 1.610 -0.345 -1.028
O 0.791 0.120 -3.163
H -0.256 -2.339 -1.354
H 0.875 -2.294 -2.732
H -0.909 -1.836 -2.856
H -0.391 0.247 -1.558
H 2.228 -1.242 -1.074
H 1.404 -0.123 0.019
H 2.325 0.403 -1.372
H 1.653 -0.291 -3.261
C 4.490 -4.974 0.530
C 2.939 -5.276 0.440
C 1.978 -4.117 0.765
O 2.573 -5.946 -0.749
H 5.193 -5.678 0.085
H 4.824 -4.884 1.564
H 4.578 -4.005 0.039
H 2.766 -6.045 1.193
H 2.126 -3.349 0.005
H 2.128 -3.693 1.758
H 0.934 -4.429 0.769
H 2.464 -5.429 -1.551
C -3.599 4.266 -2.307
C -2.315 4.316 -3.070
C -1.213 3.553 -2.273
O -2.468 3.617 -4.269
H -3.410 4.754 -1.351
H -3.985 3.284 -2.033
H -4.476 4.627 -2.845
H -1.965 5.329 -3.265
H -1.599 2.548 -2.106
H -1.108 4.001 -1.285
H -0.189 3.643 -2.637
H -2.092 2.735 -4.236
C -0.127 1.615 -6.458
C -1.172 0.683 -5.834
C -0.863 -0.838 -5.924
O -1.396 0.977 -4.550
H -0.335 2.677 -6.330
H -0.177 1.496 -7.540
H 0.844 1.454 -5.990
H -2.118 0.976 -6.290
H -1.703 -1.455 -5.605
H 0.035 -1.084 -5.357
H -0.594 -1.056 -6.957
H -0.683 0.529 -4.090
C 2.120 -6.570 -4.186
C 2.121 -5.041 -4.337
C 0.839 -4.405 -4.921
O 2.352 -4.484 -3.100
H 1.511 -6.856 -3.329
H 3.102 -6.999 -3.987
H 1.672 -6.994 -5.084
H 3.003 -4.752 -4.909
H 0.029 -4.715 -4.261
H 0.793 -4.873 -5.905
H 0.853 -3.315 -4.889
H 2.467 -3.542 -3.241

## Properties
E_LUMO in eV: -0.25
Energy relative to the best compared isomer or geometry (same formula, charge and spin) in eV: 3.327
E_HOMO in hartree: -0.2825
SMILES: CC1(C)CCCC(C)(C)N1O.CC1(C)CCCC(C)(C)N1O.CC1(C)CCCC(C)(C)N1O.CC1(C)CCCC(C)(C)N1O.CC(C)O.CC(C)O.CC(C)O.CC(C)O.CC(C)O.O.O
DFT total energy in Ha: -3061.5493

=====

# 8
Density functional theory data (ωB97M-V/def2-TZVPD) for an isolated molecule of C21H18O11.

Element x y z (Å)
O 3.354 -2.769 -0.977
C 2.839 -1.740 -0.632
O 1.761 -1.231 -1.200
H 1.493 -0.416 -0.731
C 3.426 -0.906 0.516
O 2.534 0.123 0.928
C 1.889 -0.059 2.165
O 0.970 -1.115 2.122
C -0.162 -0.991 1.368
C -0.449 0.089 0.543
C -1.617 0.090 -0.211
C -2.523 -0.971 -0.137
C -2.233 -2.057 0.710
C -1.053 -2.073 1.453
O -0.763 -3.127 2.255
H -1.493 -3.759 2.174
O -3.070 -3.103 0.825
H -3.843 -2.913 0.224
C -3.745 -0.950 -0.931
O -4.582 -1.858 -0.878
C -3.873 0.210 -1.776
C -2.926 1.181 -1.808
O -1.825 1.148 -1.031
C -2.979 2.366 -2.673
C -3.739 2.375 -3.843
C -3.754 3.492 -4.655
C -3.015 4.613 -4.316
C -2.257 4.614 -3.157
C -2.235 3.499 -2.342
H -1.647 3.499 -1.437
H -1.677 5.484 -2.890
H -3.026 5.482 -4.957
H -4.340 3.485 -5.562
H -4.299 1.498 -4.130
H -4.759 0.283 -2.384
H 0.208 0.940 0.472
C 2.836 -0.339 3.348
O 3.033 0.868 4.031
H 3.649 0.697 4.756
C 4.159 -0.958 2.874
O 4.713 -1.694 3.930
H 5.347 -2.312 3.543
C 3.865 -1.838 1.655
O 5.026 -2.543 1.310
H 4.835 -3.046 0.504
H 3.049 -2.534 1.906
H 4.848 -0.153 2.570
H 2.337 -1.078 3.990
H 1.391 0.901 2.358
H 4.323 -0.402 0.126

## Properties
E_LUMO in eV: -0.40
Energy relative to the best compared isomer or geometry (same formula, charge and spin) in eV: 0.000
E_HOMO in hartree: -0.3098
SMILES: O=C(O)[C@H]1O[C@@H](Oc2cc3oc(-c4ccccc4)cc(=O)c3c(O)c2O)[C@H](O)[C@@H](O)[C@@H]1O
DFT total energy in Ha: -1638.7243